# C2H5NO3

A cluster of 2 separate species, C2H5NO3 in total (ωB97M-V with the def2-TZVPD basis set, the Open Molecules 2025 dataset).

Each atom is followed by the atoms it is bonded to, with distances in Å.
Element x y z (Å)
1 C 0.28 1.75 0.80  C2 1.487, H7 1.076, H8 1.131, H9 1.104
2 C -0.63 1.26 -0.27  C1 1.487, O6 1.223, H10 1.080
3 N 0.04 -3.01 -0.10  O4 1.478, O5 1.151
4 O 0.24 -2.17 -1.30  N3 1.478, H11 0.930
5 O 0.61 -4.01 -0.16  N3 1.151
6 O -0.40 0.40 -1.10  C2 1.223
7 H 1.16 1.14 0.70  C1 1.076
8 H 0.48 2.86 0.85  C1 1.131
9 H -0.16 1.45 1.77  C1 1.104
10 H -1.62 1.60 -0.01  C2 1.080
11 H -0.02 -1.28 -1.19  O4 0.930

* <S²>: 2.01
* multiplicity: 3
* relative energy (zero: lowest compared OMol25 entry of this formula, charge and spin): 140.25 kJ/mol
* LUMO energy (spin up / spin down): 0.35 / -1.79 eV
* charge: 0
* calculated total energy: -9781.58147 eV
* Kohn-Sham gap (spin up / spin down): 7.859 / 9.069 eV

=====

# C3H15N2O3

A cluster of 4 separate species, C3H15N2O3 in total (ωB97M-V with the def2-TZVPD basis set, the Open Molecules 2025 dataset).

Each atom is followed by the atoms it is bonded to, with distances in Å.
Element x y z (Å)
1 C 1.53 1.01 -1.09  C2 1.503, H6 1.106, H7 1.118, H8 1.050
2 C 0.60 -0.14 -0.81  C1 1.503, C3 1.381, N5 1.456
3 C -0.60 -0.28 -1.48  C2 1.381, N4 1.397, H9 1.076
4 N -1.00 0.59 -2.50  C3 1.397, H10 1.022, H11 1.069
5 N 0.83 -1.05 0.30  C2 1.456, H12 1.046, H13 1.017, H14 1.135
6 H 2.58 0.70 -0.94  C1 1.106
7 H 1.14 1.80 -0.41  C1 1.118
8 H 1.41 1.43 -2.05  C1 1.050
9 H -1.39 -0.97 -1.29  C3 1.076
10 H -0.48 1.43 -2.77  N4 1.022
11 H -1.36 0.13 -3.40  N4 1.069
12 H 1.69 -1.54 -0.04  N5 1.046
13 H 0.05 -1.69 0.41  N5 1.017
14 H 0.90 -0.39 1.22  N5 1.135
15 H -1.71 2.56 1.70  O17 0.947
16 H -0.93 3.69 2.14  O17 1.012
17 O -0.83 2.68 2.04  H15 0.947, H16 1.012
18 H -1.25 -4.01 -0.20  O20 0.924
19 H -1.08 -3.03 0.91  O20 0.937
20 O -0.88 -3.19 0.00  H18 0.924, H19 0.937
21 H 0.97 -0.12 2.97  O23 1.010
22 H -0.24 0.64 2.71  O23 0.938
23 O 0.05 -0.25 2.58  H21 1.010, H22 0.938

* relative energy (zero: lowest compared OMol25 entry of this formula, charge and spin): 207.93 kJ/mol
* LUMO energy: -2.89 eV
* charge: +1
* calculated total energy: -12469.68064 eV
* Kohn-Sham gap: 8.973 eV

=====

# C2H4N2O2

An isolated molecule of C2H4N2O2 (ωB97M-V with the def2-TZVPD basis set, the Open Molecules 2025 dataset).

Each atom is followed by the atoms it is bonded to, with distances in Å.
Element x y z (Å)
1 C -2.27 0.11 -0.07  N2 1.234, H7 1.274, H8 1.132
2 N -1.20 0.71 -0.23  C1 1.234, O3 1.519
3 O -0.08 -0.25 0.14  N2 1.519, C4 1.439
4 C 1.18 0.42 -0.05  O3 1.439, N5 1.226, O6 1.210
5 N 1.96 -0.51 -0.22  C4 1.226, H9 1.028, H10 0.981
6 O 1.33 1.62 0.04  C4 1.210
7 H -2.28 -1.06 0.43  C1 1.274
8 H -3.17 0.79 -0.09  C1 1.132
9 H 2.86 -0.37 0.26  N5 1.028
10 H 1.67 -1.45 -0.21  N5 0.981

* relative energy (zero: lowest compared OMol25 entry of this formula, charge and spin): 389.06 kJ/mol
* LUMO energy: 0.79 eV
* charge: 0
* SMILES string: C=NOC(N)=O
* calculated total energy: -9211.19057 eV
* Kohn-Sham gap: 11.257 eV

=====

# C3H8N3

A cluster of 2 separate species, C3H8N3 in total (ωB97M-V with the def2-TZVPD basis set, the Open Molecules 2025 dataset).

Each atom is followed by the atoms it is bonded to, with distances in Å.
Element x y z (Å)
1 C -0.35 -0.79 -0.70  C2 1.431, N6 1.559, H7 1.050, H8 1.130
2 C 0.29 -0.23 0.45  C1 1.431, N6 1.466, H9 1.077
3 C -2.14 0.62 0.42  N6 1.421, H10 1.050, H11 1.134, H12 1.037
4 N 3.62 -0.44 -0.16  N5 1.135, H13 1.004
5 N 3.02 0.37 0.37  N4 1.135
6 N -0.82 0.57 -0.09  C1 1.559, C2 1.466, C3 1.421, H14 0.933
7 H 0.10 -0.69 -1.64  C1 1.050
8 H -1.04 -1.67 -0.84  C1 1.130
9 H 0.61 -0.46 1.45  C2 1.077
10 H -2.25 1.53 0.93  C3 1.050
11 H -2.80 0.57 -0.49  C3 1.134
12 H -2.30 -0.17 1.07  C3 1.037
13 H 4.60 -0.58 -0.28  N4 1.004
14 H -0.53 1.37 -0.47  N6 0.933

* relative energy (zero: lowest compared OMol25 entry of this formula, charge and spin): 671.81 kJ/mol
* LUMO energy (spin up / spin down): -5.08 / -2.96 eV
* charge: +1
* calculated total energy: -7698.31561 eV
* Kohn-Sham gap (spin up / spin down): 6.418 / 10.916 eV

=====

# C27H52ClN2O15PS3

A cluster of 3 separate species, C27H52ClN2O15PS3 in total (ωB97M-V with the def2-TZVPD basis set, the Open Molecules 2025 dataset).

Each atom is followed by the atoms it is bonded to, with distances in Å.
Element x y z (Å)
1 C 4.93 -2.54 1.75  C2 1.555, H36 1.091, H37 1.090, H38 1.092
2 C 3.49 -2.93 1.30  C1 1.555, C3 1.564, H39 1.089, H40 1.089
3 C 2.47 -1.80 1.65  C2 1.564, C4 1.550, C5 1.580, H41 1.088
4 C 2.33 -1.63 3.18  C3 1.550, H42 1.084, H43 1.096, H44 1.092
5 C 1.17 -1.70 0.74  C3 1.580, N6 1.492, C13 1.583, C29 1.572
6 N 0.00 -1.98 1.62  C5 1.492, C7 1.446, C10 1.432
7 C -0.30 -3.30 2.14  N6 1.446, C8 1.525, O9 1.179
8 C 0.49 -4.13 3.14  C7 1.525, H45 1.099, H46 1.084, H47 1.088
9 O -1.26 -3.85 1.73  C7 1.179
10 C -0.89 -1.11 2.32  N6 1.432, C11 1.557, O12 1.171
11 C -2.42 -1.13 2.02  C10 1.557, H48 1.096, H49 1.083, H50 1.087
12 O -0.64 -0.51 3.30  C10 1.171
13 C 1.22 -0.24 0.14  C5 1.583, C14 1.569, C15 1.558, C22 1.589
14 C 1.35 0.87 1.24  C13 1.569, H51 1.093, H52 1.091, H53 1.084
15 C 2.46 0.12 -0.73  C13 1.558, O16 1.444, H54 1.092, H55 1.097
16 O 3.61 -0.76 -0.67  C15 1.444, C17 1.393
17 C 4.41 -0.70 -1.82  O16 1.393, O18 1.410, H56 1.100, H57 1.098
18 O 4.79 0.60 -2.17  C17 1.410, C19 1.417
19 C 4.69 0.85 -3.57  O18 1.417, C20 1.534, H58 1.093, H59 1.096
20 C 3.39 1.55 -3.97  C19 1.534, O21 1.428, H60 1.093, H61 1.096
21 O 2.47 0.58 -4.47  C20 1.428, H62 0.963
22 C -0.10 0.11 -0.67  C13 1.589, N23 1.449, Cl24 1.849, S25 1.867
23 N 0.14 0.96 -1.82  C22 1.449, H63 1.012, H64 1.013
24 Cl -1.28 1.18 0.26  C22 1.849
25 S -1.02 -1.34 -1.41  C22 1.867, O26 1.420, O27 1.430, O28 1.579
26 O -2.39 -1.14 -1.13  S25 1.420
27 O -0.86 -1.30 -2.83  S25 1.430
28 O -0.45 -2.71 -0.86  S25 1.579, C29 1.489
29 C 0.98 -2.70 -0.46  C5 1.572, O28 1.489, C30 1.550, P33 1.956
30 C 1.71 -2.53 -1.82  C29 1.550, C31 1.545, H65 1.096, H66 1.088
31 C 1.23 -3.49 -2.93  C30 1.545, O32 1.442, H67 1.092, H68 1.096
32 O 2.33 -4.26 -3.46  C31 1.442, H69 0.963
33 P 1.30 -4.60 -0.09  C29 1.956, O34 1.657, O35 1.650
34 O -0.01 -5.50 -0.56  P33 1.657, H70 0.976
35 O 2.73 -5.06 -0.77  P33 1.650, H71 0.970
36 H 5.05 -2.80 2.80  C1 1.091
37 H 5.61 -3.12 1.12  C1 1.090
38 H 5.13 -1.47 1.62  C1 1.092
39 H 3.54 -2.94 0.22  C2 1.089
40 H 3.25 -3.89 1.75  C2 1.089
41 H 3.15 -0.97 1.48  C3 1.088
42 H 1.39 -1.88 3.66  C4 1.084
43 H 3.09 -2.28 3.63  C4 1.096
44 H 2.60 -0.63 3.53  C4 1.092
45 H 0.53 -3.61 4.11  C8 1.099
46 H 0.01 -5.08 3.35  C8 1.084
47 H 1.52 -4.34 2.85  C8 1.088
48 H -2.86 -1.54 2.94  C11 1.096
49 H -2.82 -0.13 1.91  C11 1.083
50 H -2.69 -1.83 1.24  C11 1.087
51 H 1.29 1.82 0.71  C14 1.093
52 H 2.35 0.90 1.67  C14 1.091
53 H 0.63 0.90 2.05  C14 1.084
54 H 2.87 1.12 -0.52  C15 1.092
55 H 2.27 0.18 -1.80  C15 1.097
56 H 3.91 -1.26 -2.63  C17 1.100
57 H 5.32 -1.25 -1.56  C17 1.098
58 H 5.55 1.45 -3.86  C19 1.093
59 H 4.74 -0.06 -4.18  C19 1.096
60 H 3.61 2.29 -4.74  C20 1.093
61 H 2.94 1.99 -3.07  C20 1.096
62 H 1.98 0.94 -5.21  O21 0.963
63 H -0.76 1.18 -2.24  N23 1.012
64 H 0.62 1.80 -1.52  N23 1.013
65 H 1.60 -1.56 -2.31  C30 1.096
66 H 2.78 -2.70 -1.74  C30 1.088
67 H 0.86 -2.92 -3.79  C31 1.092
68 H 0.38 -4.13 -2.65  C31 1.096
69 H 2.18 -4.34 -4.40  O32 0.963
70 H 0.14 -5.87 -1.44  O34 0.976
71 H 2.68 -5.91 -1.23  O35 0.970
72 O -0.14 5.51 1.79  S73 1.443
73 S -0.68 4.50 2.67  O72 1.443, O74 1.443, C75 1.789, C78 1.793
74 O 0.14 3.42 3.17  S73 1.443
75 C -1.48 5.31 4.05  S73 1.789, C76 1.526, H79 1.088, H80 1.090
76 C -2.91 5.54 3.58  C75 1.526, C77 1.534, H81 1.090, H82 1.093
77 C -3.32 4.24 2.87  C76 1.534, C78 1.531, H83 1.093, H84 1.088
78 C -2.18 3.84 1.94  S73 1.793, C77 1.531, H85 1.087, H86 1.089
79 H -0.95 6.23 4.29  C75 1.088
80 H -1.44 4.63 4.90  C75 1.090
81 H -3.57 5.77 4.41  C76 1.090
82 H -2.94 6.37 2.87  C76 1.093
83 H -3.48 3.45 3.62  C77 1.093
84 H -4.25 4.36 2.32  C77 1.088
85 H -2.08 2.76 1.86  C78 1.087
86 H -2.29 4.29 0.95  C78 1.089
87 O -4.34 1.99 0.17  S88 1.439
88 S -5.05 3.00 -0.57  O87 1.439, O89 1.444, C90 1.787, C93 1.795
89 O -5.12 4.37 -0.11  S88 1.444
90 C -4.45 2.98 -2.26  S88 1.787, C91 1.525, H94 1.088, H95 1.090
91 C -5.35 1.97 -2.96  C90 1.525, C92 1.534, H96 1.089, H97 1.093
92 C -6.77 2.25 -2.45  C91 1.534, C93 1.534, H98 1.092, H99 1.089
93 C -6.70 2.41 -0.93  S88 1.795, C92 1.534, H100 1.087, H101 1.089
94 H -3.40 2.71 -2.27  C90 1.088
95 H -4.59 3.98 -2.67  C90 1.090
96 H -5.28 2.05 -4.04  C91 1.089
97 H -5.06 0.95 -2.68  C91 1.093
98 H -7.14 3.18 -2.90  C92 1.092
99 H -7.46 1.46 -2.73  C92 1.089
100 H -7.43 3.12 -0.56  C93 1.087
101 H -6.83 1.45 -0.42  C93 1.089

* LUMO energy: 0.27 eV
* charge: 0
* SMILES string: CC[C@H](C)[C@@]1(N(C(C)=O)C(C)=O)[C@@](C)(COCOCCO)[C@](N)(Cl)S(=O)(=O)O[C@]1(CCO)P(O)O.O=S1(=O)CCCC1.O=S1(=O)CCCC1
* calculated total energy: -116845.23891 eV
* Kohn-Sham gap: 7.939 eV

=====

# C20H37INO7S2

A cluster of 3 separate species, C20H37INO7S2 in total (ωB97M-V with the def2-TZVPD basis set, the Open Molecules 2025 dataset).

Each atom is followed by the atoms it is bonded to, with distances in Å.
Element x y z (Å)
1 C -3.89 1.56 -1.83  C2 1.673, H18 1.170, H19 1.177, H20 1.174
2 C -3.62 0.30 -2.89  C1 1.673, O3 1.331, O4 1.460
3 O -4.65 -0.51 -3.09  C2 1.331
4 O -2.30 0.27 -3.52  C2 1.460, C5 1.464
5 C -2.08 -0.89 -4.38  O4 1.464, C6 1.673, H21 1.195, H22 1.170
6 C -1.25 -2.13 -3.63  C5 1.673, I7 2.235, C8 1.635, C17 1.631
7 I -0.78 -3.54 -5.30  C6 2.235
8 C -2.17 -3.00 -2.59  C6 1.635, C9 1.638, H23 1.185, H24 1.194
9 C -1.60 -3.01 -1.06  C8 1.638, C10 1.638, C11 1.673, N12 1.506
10 C -0.78 -4.41 -0.85  C9 1.638, H25 1.170, H26 1.192, H27 1.194
11 C -2.94 -3.12 -0.07  C9 1.673, H28 1.179, H29 1.194, H30 1.182
12 N -0.87 -1.76 -0.62  C9 1.506, O13 1.343, C14 1.501
13 O -1.74 -0.75 -0.47  N12 1.343
14 C 0.33 -1.42 -1.46  N12 1.501, C15 1.674, C16 1.672, C17 1.625
15 C 0.59 0.22 -1.23  C14 1.674, H31 1.170, H32 1.192, H33 1.190
16 C 1.74 -2.14 -0.94  C14 1.672, H34 1.187, H35 1.194, H36 1.170
17 C 0.20 -1.64 -3.06  C6 1.631, C14 1.625, H37 1.194, H38 1.193
18 H -3.25 1.34 -0.87  C1 1.170
19 H -3.52 2.52 -2.39  C1 1.177
20 H -5.05 1.65 -1.63  C1 1.174
21 H -1.32 -0.52 -5.23  C5 1.195
22 H -3.01 -1.29 -4.96  C5 1.170
23 H -3.31 -2.69 -2.56  C8 1.185
24 H -2.18 -4.14 -2.95  C8 1.194
25 H 0.07 -4.61 -1.62  C10 1.170
26 H -0.38 -4.55 0.27  C10 1.192
27 H -1.58 -5.29 -1.00  C10 1.194
28 H -3.81 -2.42 -0.46  C11 1.179
29 H -2.67 -2.70 1.01  C11 1.194
30 H -3.34 -4.23 0.02  C11 1.182
31 H -0.18 0.89 -1.79  C15 1.170
32 H 0.58 0.36 -0.04  C15 1.192
33 H 1.72 0.42 -1.54  C15 1.190
34 H 2.47 -2.40 -1.85  C16 1.187
35 H 2.34 -1.33 -0.30  C16 1.194
36 H 1.56 -3.05 -0.22  C16 1.170
37 H 0.43 -0.60 -3.60  C17 1.194
38 H 1.03 -2.38 -3.49  C17 1.193
39 C -0.68 3.81 2.18  C40 1.528, C45 1.521, H46 1.094, H47 1.097
40 C -0.01 5.18 2.21  C39 1.528, C41 1.528, H48 1.097, H49 1.094
41 C 0.79 5.33 0.91  C40 1.528, S42 1.787, H50 1.093, H51 1.093
42 S -0.04 4.32 -0.30  C41 1.787, O43 1.448, O44 1.449, C45 1.782
43 O 0.84 3.24 -0.68  S42 1.448
44 O -0.68 5.18 -1.28  S42 1.449
45 C -1.29 3.68 0.79  C39 1.521, S42 1.782, H52 1.091, H53 1.094
46 H -1.43 3.71 2.96  C39 1.094
47 H 0.08 3.03 2.33  C39 1.097
48 H -0.78 5.96 2.26  C40 1.097
49 H 0.64 5.30 3.08  C40 1.094
50 H 0.81 6.37 0.57  C41 1.093
51 H 1.81 4.96 1.02  C41 1.093
52 H -1.53 2.65 0.52  C45 1.091
53 H -2.18 4.31 0.69  C45 1.094
54 C 4.56 -0.91 4.25  C55 1.528, C60 1.521, H61 1.094, H62 1.097
55 C 4.56 -0.11 2.95  C54 1.528, C56 1.528, H63 1.097, H64 1.094
56 C 3.15 -0.17 2.37  C55 1.528, S57 1.787, H65 1.093, H66 1.093
57 S 2.05 -0.38 3.76  C56 1.787, O58 1.448, O59 1.449, C60 1.782
58 O 1.42 -1.68 3.66  S57 1.448
59 O 1.29 0.84 3.94  S57 1.449
60 C 3.32 -0.46 5.01  C54 1.521, S57 1.782, H67 1.091, H68 1.094
61 H 5.47 -0.73 4.84  C54 1.094
62 H 4.50 -1.98 4.03  C54 1.097
63 H 4.83 0.93 3.16  C55 1.097
64 H 5.30 -0.50 2.24  C55 1.094
65 H 2.90 0.74 1.83  C56 1.093
66 H 3.03 -1.04 1.71  C56 1.093
67 H 3.02 -1.15 5.80  C60 1.091
68 H 3.45 0.55 5.41  C60 1.094

* <S²>: 0.75
* multiplicity: 2
* LUMO energy (spin up / spin down): 0.28 / -0.29 eV
* charge: 0
* calculated total energy: -66925.52240 eV
* Kohn-Sham gap (spin up / spin down): 9.176 / 9.070 eV